DFT (wB97M-V/def2-TZVPD) results for a 9-piece molecular cluster, C51H127N9O overall in a non-equilibrium geometry.

The value obtained for the orbital gap is 8.311 eV. The calculation puts the HOMO energy at -8.014 eV. Its largest force on an atom is 2.50 eV/Å. As for the energy above the lowest of the compared OMol25 structures with the same formula, charge and spin: 488.2 kJ/mol. The charge is 0. The structure (SMILES) is CCN(CC)CC.CCN(CC)CC.CCN(CC)CC.CCN(CC)CC.CCN(CC)CC.CCN(CC)CC.CCN(CC)CC.CCN(CC)CC.CNC(C)=O.

Cartesian coordinates (Å):
C1 -6.72 -22.80 7.66
C2 -8.11 -22.17 7.57
N1 -8.40 -21.33 8.74
C3 -7.63 -20.06 8.75
C4 -7.85 -19.15 7.48
C5 -8.28 -22.00 10.05
C6 -9.02 -23.35 10.08
H1 -6.00 -22.03 7.93
H2 -6.49 -23.27 6.71
H3 -6.67 -23.63 8.37
H4 -8.12 -21.55 6.68
H5 -8.90 -22.91 7.40
H6 -7.79 -19.34 9.55
H7 -6.58 -20.32 8.92
H8 -7.39 -18.16 7.56
H9 -7.45 -19.65 6.60
H10 -8.92 -18.99 7.32
H11 -8.62 -21.32 10.84
H12 -7.22 -22.18 10.21
H13 -10.08 -23.23 9.88
H14 -8.99 -23.75 11.09
H15 -8.61 -24.05 9.35
C7 -9.97 -25.62 20.52
C8 -9.22 -24.30 20.50
N2 -8.23 -24.15 19.41
C9 -7.09 -25.03 19.66
C10 -5.84 -24.64 18.82
C11 -8.81 -24.25 18.02
C12 -9.78 -23.12 17.75
H16 -10.35 -25.87 19.53
H17 -10.83 -25.62 21.19
H18 -9.34 -26.39 20.97
H19 -9.99 -23.53 20.56
H20 -8.70 -24.20 21.45
H21 -6.84 -25.09 20.72
H22 -7.37 -26.01 19.28
H23 -5.61 -23.58 18.99
H24 -5.00 -25.32 18.97
H25 -6.04 -24.65 17.75
H26 -9.28 -25.23 17.86
H27 -7.99 -24.31 17.31
H28 -9.19 -22.22 17.90
H29 -10.58 -23.06 18.48
H30 -10.28 -23.22 16.78
C13 -26.49 -21.43 10.05
C14 -25.35 -21.29 9.06
N3 -24.08 -21.73 9.60
C15 -22.90 -21.23 8.90
C16 -22.79 -19.68 8.92
C17 -24.02 -23.21 9.73
C18 -22.96 -23.51 10.80
H31 -26.34 -20.82 10.94
H32 -26.79 -22.45 10.29
H33 -27.47 -21.15 9.66
H34 -25.60 -21.89 8.18
H35 -25.28 -20.27 8.70
H36 -21.93 -21.68 9.13
H37 -22.95 -21.60 7.88
H38 -23.08 -19.27 9.89
H39 -21.78 -19.39 8.65
H40 -23.36 -19.26 8.09
H41 -23.76 -23.68 8.78
H42 -24.93 -23.67 10.12
H43 -21.91 -23.62 10.52
H44 -23.17 -24.51 11.17
H45 -23.11 -22.89 11.68
C19 -5.38 -12.28 10.05
C20 -6.85 -12.15 10.48
N4 -7.62 -11.34 9.50
C21 -9.07 -11.71 9.59
C22 -9.85 -11.45 8.32
C23 -7.34 -9.89 9.63
C24 -7.84 -9.26 10.93
H46 -5.04 -13.08 10.72
H47 -4.83 -11.34 10.12
H48 -5.35 -12.73 9.06
H49 -7.28 -13.15 10.57
H50 -6.92 -11.65 11.45
H51 -9.50 -11.17 10.44
H52 -9.09 -12.79 9.72
H53 -9.99 -10.40 8.06
H54 -10.81 -11.98 8.36
H55 -9.28 -11.99 7.56
H56 -6.26 -9.71 9.63
H57 -7.74 -9.49 8.70
H58 -8.92 -9.27 11.04
H59 -7.34 -9.66 11.81
H60 -7.58 -8.21 10.82
C25 -21.03 -9.16 4.94
C26 -20.55 -10.23 5.97
N5 -19.28 -9.86 6.60
C27 -19.25 -8.65 7.46
C28 -17.90 -8.49 8.13
C29 -18.74 -11.14 7.19
C30 -19.65 -11.67 8.36
H61 -22.00 -9.46 4.53
H62 -20.40 -9.19 4.05
H63 -21.13 -8.19 5.44
H64 -21.30 -10.24 6.76
H65 -20.50 -11.15 5.39
H66 -19.29 -7.82 6.76
H67 -20.05 -8.66 8.20
H68 -17.16 -8.70 7.35
H69 -17.66 -7.47 8.44
H70 -17.84 -9.19 8.96
H71 -17.72 -11.01 7.55
H72 -18.77 -11.97 6.49
H73 -20.50 -12.25 7.99
H74 -20.08 -10.86 8.93
H75 -19.06 -12.33 9.00
C31 -23.74 -18.27 17.44
C32 -22.41 -18.31 18.21
N6 -21.51 -17.17 18.13
C33 -21.97 -16.02 18.85
C34 -22.04 -16.32 20.37
C35 -21.04 -16.82 16.80
C36 -20.24 -17.94 16.03
H76 -23.59 -18.14 16.37
H77 -24.37 -17.48 17.85
H78 -24.19 -19.25 17.64
H79 -22.63 -18.48 19.26
H80 -21.81 -19.14 17.84
H81 -21.29 -15.20 18.67
H82 -22.96 -15.75 18.48
H83 -21.19 -16.82 20.84
H84 -22.25 -15.42 20.95
H85 -22.88 -16.93 20.70
H86 -20.42 -15.92 16.79
H87 -21.89 -16.59 16.15
H88 -20.91 -18.68 15.59
H89 -19.65 -18.56 16.70
H90 -19.56 -17.50 15.30
C37 -16.08 -26.02 7.77
C38 -16.71 -26.91 6.69
N7 -16.64 -26.37 5.32
C39 -17.54 -25.22 5.19
C40 -18.01 -25.11 3.79
C41 -15.30 -26.01 4.82
C42 -14.32 -27.20 4.94
H91 -16.21 -26.52 8.73
H92 -16.52 -25.03 7.90
H93 -15.01 -25.98 7.59
H94 -16.19 -27.87 6.60
H95 -17.71 -27.24 6.97
H96 -18.44 -25.32 5.80
H97 -17.12 -24.27 5.52
H98 -18.55 -25.98 3.43
H99 -18.67 -24.25 3.66
H100 -17.20 -24.95 3.08
H101 -14.90 -25.12 5.30
H102 -15.48 -25.75 3.78
H103 -13.46 -26.94 4.33
H104 -14.70 -28.12 4.50
H105 -13.97 -27.39 5.96
C43 -11.40 -12.14 17.91
C44 -12.82 -11.49 18.15
N8 -13.80 -12.03 17.19
C45 -13.46 -11.72 15.82
C46 -13.39 -10.22 15.61
C47 -14.15 -13.44 17.35
C48 -14.70 -13.80 18.77
H106 -11.47 -13.22 17.73
H107 -10.72 -12.08 18.76
H108 -10.83 -11.75 17.08
H109 -13.10 -11.59 19.20
H110 -12.75 -10.41 18.00
H111 -14.14 -12.24 15.14
H112 -12.52 -12.16 15.48
H113 -14.19 -9.67 16.10
H114 -13.39 -9.92 14.56
H115 -12.47 -9.79 16.02
H116 -14.80 -13.73 16.53
H117 -13.33 -14.12 17.13
H118 -13.99 -13.77 19.60
H119 -15.40 -13.03 19.09
H120 -15.17 -14.78 18.82
C49 -13.22 -17.80 11.33
N9 -13.05 -18.43 10.05
C50 -14.03 -18.44 9.13
C51 -13.71 -19.06 7.77
O1 -15.11 -17.95 9.36
H121 -13.29 -18.50 12.17
H122 -14.10 -17.17 11.40
H123 -12.32 -17.22 11.53
H124 -12.34 -19.11 9.84
H125 -12.70 -19.45 7.60
H126 -13.83 -18.33 6.97
H127 -14.37 -19.90 7.54

Löwdin population analysis, charges in e, atoms 1 to 4:
1. C -0.086
2. C -0.252
3. N -0.194
4. C -0.245